[1]
85
Properties=species:S:1:pos:R:3 method="wB97M-V/def2-TZVPD" total_charge=-1 e_lumo_ev="1.50 / 1.53" e_tot_ha=-3119.4205 homo_lumo_gap_ev="4.79 / 6.63" homo_energy_ha="-0.1211 / -0.1872"
Bi -0.65232 0.65168 0.56396
N 2.60968 -0.91672 1.57846
C 2.55418 0.11758 2.42796
N 3.40518 0.13858 3.45586
C 3.26328 1.17858 4.27316
N 4.16218 1.29928 5.28146
N 2.33088 2.12268 4.17156
C 1.56498 2.03318 3.08136
N 1.67248 1.08708 2.16216
C 0.49788 3.01888 2.93726
C 0.22248 3.89098 3.99546
C -0.81852 4.78688 3.87536
C -1.57352 4.78118 2.70296
C -1.24652 3.86578 1.72046
N -0.23672 3.01428 1.81956
H 3.10818 -1.73482 1.88416
H 1.83508 -1.01632 0.93746
H 4.71058 0.48278 5.48476
H 3.91478 1.91338 6.03616
H 0.83768 3.84118 4.87936
H -1.04862 5.47688 4.67486
H -2.39792 5.46448 2.56426
H -1.80042 3.80338 0.79256
N 6.49948 -3.43682 -6.02674
C 5.74368 -2.93662 -5.31924
C 4.81548 -2.33982 -4.44604
C 3.77878 -1.54802 -4.95144
C 2.86358 -0.97902 -4.09334
C 2.93598 -1.21182 -2.72024
C 3.97628 -2.00072 -2.22214
C 4.91618 -2.54932 -3.06514
C 1.91908 -0.67852 -1.79944
C 1.08508 -1.63302 -1.19714
C 1.10898 -3.03522 -1.35924
C 0.23428 -3.56262 -0.42064
C -0.31122 -2.48632 0.27236
N 0.18088 -1.32842 -0.20774
C 1.90418 0.69808 -1.53424
C 2.77268 1.64938 -2.11724
C 2.39018 2.88718 -1.63664
C 1.32028 2.66778 -0.77454
N 1.03448 1.36128 -0.69654
H 3.69958 -1.39462 -6.01884
H 2.06108 -0.36822 -4.47934
H 4.04668 -2.15622 -1.15604
H 5.73348 -3.13972 -2.67424
H 1.69358 -3.57852 -2.07604
H 0.02538 -4.59922 -0.23864
H -0.91032 -2.46302 1.16366
H 3.57478 1.42908 -2.79674
H 2.82518 3.83938 -1.87504
H 0.76078 3.38538 -0.20914
C -3.25742 -4.15272 2.06196
C -3.84922 -2.75892 2.11596
O -5.21872 -2.80762 2.49566
P -3.80402 -1.85612 0.50856
O -3.03362 -2.72402 -0.59174
O -5.29792 -1.96212 -0.04234
O -3.33892 -0.45292 0.51766
P -2.93662 -1.67962 3.35646
O -3.82282 -0.31362 3.21376
O -3.19122 -2.25232 4.69856
O -1.56392 -1.44742 2.81606
H -3.66962 -4.73152 1.23436
H -3.48892 -4.65502 3.00076
H -2.17552 -4.09232 1.97256
H -5.21482 -2.56002 3.43566
H -2.07422 -2.56442 -0.53884
H -5.83782 -2.40282 0.62366
H -3.65852 0.01728 2.32326
C -3.02772 0.35148 -2.73534
C -2.14862 1.56878 -2.38644
C -0.82892 1.44628 -3.14884
C -2.87712 2.84478 -2.85614
C -1.96452 1.67958 -0.90644
H -3.22752 0.32588 -3.80634
H -3.97222 0.38408 -2.19834
H -2.52372 -0.56942 -2.45384
H -1.01242 1.43078 -4.22354
H -0.32092 0.52908 -2.86894
H -0.17822 2.28538 -2.91844
H -3.02372 2.82658 -3.93524
H -2.28902 3.72438 -2.60164
H -3.85012 2.92368 -2.37644
H -2.91492 1.85228 -0.41084

---

[2]
95
Properties=species:S:1:pos:R:3 method="wB97M-V/def2-TZVPD" e_lumo_ev=-0.64 e_tot_ha=-4606.5150 homo_lumo_gap_ev=7.60 homo_energy_ha=-0.3028
C 4.61613 1.10311 -0.81573
C 3.94728 2.05478 -1.81108
O 2.83247 2.46258 -1.57366
O 4.57798 2.49975 -2.94466
C 5.06613 1.43955 -3.77356
C 3.99555 0.97793 -4.82456
C 3.49031 -0.40454 -4.37007
N 2.53884 -1.06639 -5.31263
C 2.23764 -0.24185 -6.52840
O 1.39463 0.68301 -6.48132
O 2.86590 -0.54324 -7.53652
C 1.39185 -1.53219 -4.69879
N 0.52710 -0.69099 -4.24363
C -0.72150 -0.97536 -3.56103
C -0.82522 -0.31001 -2.17527
C -2.01268 -0.79743 -1.34758
C -2.83795 -1.85384 -1.70625
C -3.89421 -2.29464 -0.91294
C -4.17210 -1.65851 0.28674
C -3.37388 -0.57503 0.63800
C -2.31836 -0.15257 -0.14391
N 1.16531 -2.92131 -4.50584
C 0.47981 -3.58381 -5.58197
I 0.96288 -3.23391 -7.64660
C -0.53589 -4.42448 -5.30221
C -1.04562 -4.72595 -3.90618
I -1.60834 -5.46171 -6.83189
C 2.33290 -3.59409 -3.92692
I 3.71616 -4.49984 -5.32325
C 1.96626 -4.65674 -2.82156
C 1.83612 -6.11497 -3.32359
I 3.69830 -4.66432 -1.47640
H 5.62308 0.81840 -1.16302
H 4.03425 0.17340 -0.75119
H 4.72508 1.55047 0.17680
H 5.94288 1.81173 -4.31810
H 5.39018 0.54444 -3.21914
H 3.15626 1.68374 -4.77807
H 4.50385 0.97095 -5.79388
H 4.37742 -1.06489 -4.31289
H 3.02601 -0.35652 -3.36862
H 0.75367 0.29878 -4.39094
H -1.52817 -0.54697 -4.18377
H -0.95628 -2.03459 -3.46127
H -0.89776 0.78709 -2.25602
H 0.10092 -0.51193 -1.60826
H -2.69543 -2.40008 -2.64273
H -4.47905 -3.15274 -1.24929
H -4.99737 -2.03752 0.88733
H -3.61227 -0.05376 1.56668
H -1.73729 0.69823 0.21681
H -2.13693 -4.54318 -3.92033
H -0.92501 -5.78000 -3.62849
H -0.65482 -4.03860 -3.14629
H 2.90918 -2.82124 -3.39854
H 1.13327 -4.33681 -2.19275
H 1.19460 -6.63536 -2.58747
H 1.31821 -6.20009 -4.28841
H 2.78174 -6.66048 -3.34932
C -1.60843 -0.48668 7.01555
C -0.58944 -1.06251 6.00838
C -0.20928 -0.17287 4.82312
F -1.26631 0.11157 4.03430
F 0.69722 -0.80808 4.03938
F -1.02850 -2.26545 5.57690
F 0.55650 -1.29899 6.70639
O -2.96772 -0.90262 6.88966
C -3.81727 -0.22680 6.02771
C -4.33017 -1.13175 4.90592
F -3.31441 -1.60910 4.16287
F -5.14331 -0.43454 4.07612
F -3.23314 0.89024 5.55956
F -4.87299 0.17662 6.76644
H -1.30706 -0.88013 7.98630
H -1.52454 0.59630 7.11177
H 0.23763 0.76449 5.16146
H -4.88635 -1.97819 5.31349
C -0.09463 6.11235 3.66077
C 0.39481 5.11512 4.73212
C -0.35429 3.78507 4.83507
F -1.64495 3.94730 5.16659
F 0.20531 3.01873 5.81268
F 0.42495 5.73447 5.93130
F 1.68786 4.81414 4.42217
O -0.94043 7.17676 4.08884
C -2.31209 6.97958 4.16996
C -2.83049 7.13673 5.60162
F -2.25672 6.24145 6.42871
F -4.16491 6.92244 5.63601
F -2.65661 5.79960 3.62443
F -2.88130 7.93371 3.40351
H 0.80335 6.62100 3.31004
H -0.49443 5.60764 2.78093
H -0.30089 3.22720 3.89567
H -2.62100 8.13973 5.97870

---

[3]
88
Properties=species:S:1:pos:R:3 method="wB97M-V/def2-TZVPD" s2=2.02 e_lumo_ev="0.08 / 0.07" e_tot_ha=-10019.6234 multiplicity=3 homo_lumo_gap_ev="5.70 / 8.37" homo_energy_ha="-0.2067 / -0.3051"
Ti -0.15840 0.75085 -0.46789
C 2.70732 -3.92001 -1.16923
N 2.14069 -2.76807 -0.46926
C 1.37057 -1.81497 -0.97458
N 0.97956 -1.00324 -0.00315
C 1.58207 -1.51835 1.10457
N 2.27748 -2.60448 0.87013
C 1.73280 -4.49124 -2.17546
C 2.21956 -5.09211 -3.32980
C 1.34438 -5.58346 -4.28969
C -0.02397 -5.44991 -4.12275
C -0.51276 -4.84819 -2.96861
C 0.36067 -4.39582 -1.99134
C -1.95554 -4.64545 -2.80900
N -2.90748 -4.99140 -3.59616
N -4.09353 -4.54241 -2.98625
C -3.73307 -3.97244 -1.89516
O -2.39241 -4.00107 -1.70041
C -4.56502 -3.36304 -0.85217
C -5.95293 -3.41524 -0.96223
C -6.73516 -2.88833 0.04931
C -6.13996 -2.31833 1.16973
C -4.75862 -2.25700 1.27529
C -4.11822 -1.68849 2.51744
N -3.09336 -0.69078 2.23783
C -1.81143 -0.85546 1.94393
N -1.24401 0.31421 1.69621
C -2.27966 1.18581 1.86406
N -3.41440 0.62801 2.19655
C -3.97291 -2.77150 0.25186
H 2.97397 -4.63250 -0.39017
H 3.62294 -3.60755 -1.67109
H 1.09514 -1.73540 -2.01557
H 1.49159 -1.07648 2.08413
H 3.28880 -5.16126 -3.49402
H 1.73300 -6.04366 -5.18832
H -0.71650 -5.78459 -4.88310
H -0.04770 -3.92383 -1.10772
H -6.40004 -3.86999 -1.83595
H -7.81361 -2.92129 -0.03080
H -6.75806 -1.91195 1.96187
H -3.65111 -2.47624 3.10993
H -4.85413 -1.18888 3.14194
H -1.33263 -1.82129 1.91105
H -2.16199 2.25040 1.73929
H -2.89365 -2.70340 0.29261
N -2.01657 4.07345 -2.21696
C -2.23846 3.11276 -1.33733
N -1.07777 2.66198 -0.89067
C -0.14641 3.37426 -1.62670
N -0.68774 4.25365 -2.43615
C 1.26871 3.04671 -1.51939
C 2.24914 3.81349 -2.10857
N 3.55346 3.53380 -2.04967
C 3.83215 2.38716 -1.36420
C 2.89440 1.59820 -0.77314
N 1.55287 1.89320 -0.80170
H -2.68924 4.56886 -2.77552
H -3.21313 2.75600 -1.04785
H 1.94880 4.70441 -2.65041
H 4.87665 2.10626 -1.29370
H 3.18468 0.71137 -0.22320
O -2.69990 0.69298 -3.23003
Se -1.68633 -0.34353 -2.52102
O -1.50713 -1.82684 -3.13741
O -0.11827 0.37551 -2.37581
O -1.92132 -0.38638 -0.85319
C 4.14237 6.10115 3.02424
Ge 3.78456 4.20321 2.77604
C 3.82508 3.28977 4.49966
C 5.11443 3.38906 1.61561
C 2.03949 4.05097 1.88357
Se 1.04791 2.40499 2.17246
C 0.20927 2.86479 3.85852
H 5.09523 6.26031 3.53063
H 3.35531 6.55851 3.62608
H 4.17805 6.61414 2.06217
H 4.86391 3.10450 4.77728
H 3.31693 2.32634 4.43998
H 3.36642 3.88356 5.29151
H 6.09321 3.38945 2.09758
H 5.18759 3.92467 0.66835
H 4.83708 2.35606 1.39856
H 2.21392 4.08594 0.80604
H 1.37899 4.88382 2.12886
H 0.93745 3.33912 4.51098
H -0.14032 1.94798 4.32841
H -0.63378 3.53416 3.69822

---

[4]
80
Properties=species:S:1:pos:R:3 method="wB97M-V/def2-TZVPD" total_charge=+1 e_lumo_ev=-3.22 e_tot_ha=-5456.0823 homo_lumo_gap_ev=6.98 homo_energy_ha=-0.3751
Zn 0.36946 0.60714 0.66008
N 0.85106 4.60003 -0.85315
C 2.24052 4.91947 -0.86998
C 2.67456 6.19814 -0.56823
C 4.03433 6.47732 -0.57401
C 4.95386 5.47312 -0.84069
C 4.51237 4.18353 -1.10467
C 3.15287 3.91558 -1.14445
S 2.56144 2.30927 -1.56001
N 1.09827 2.26895 -0.68040
C 0.45195 3.34648 -0.47318
C -0.82522 3.22850 0.29752
C -1.86474 4.12267 0.15283
C -2.98991 3.97694 0.95435
C -3.02422 2.95563 1.88233
C -1.95921 2.07640 1.93449
N -0.88345 2.19395 1.15471
H 0.25896 5.35636 -0.55030
H 1.95460 6.97839 -0.34433
H 4.37229 7.48217 -0.35842
H 6.01410 5.68900 -0.83693
H 5.22215 3.38861 -1.30300
H -1.81206 4.90774 -0.59040
H -3.82609 4.65593 0.84900
H -3.86806 2.81771 2.54361
H -1.95820 1.23847 2.61015
O 2.28830 1.07276 1.63550
H 2.50192 0.71545 2.50702
H 2.93755 0.68597 1.02461
O 0.90094 -0.78141 -0.45423
C 1.63435 -1.94616 -0.27154
C 1.36337 -2.59680 1.08353
C 0.71318 -3.75893 1.36725
C 0.64044 -4.04813 2.76544
C 1.22658 -3.08890 3.52653
S 1.87467 -1.84027 2.55274
C 3.12472 -1.61504 -0.42881
C 3.64457 -0.87446 -1.44835
C 5.06731 -0.81871 -1.43517
C 5.60114 -1.53113 -0.40485
S 4.38620 -2.25911 0.54832
C 1.26869 -2.89387 -1.41924
C 0.35839 -2.65088 -2.39918
C 0.31129 -3.68112 -3.38832
C 1.19238 -4.68301 -3.13271
S 2.08674 -4.38355 -1.70374
H 0.30997 -4.40879 0.60178
H 0.18824 -4.94313 3.17258
H 1.34301 -3.05485 4.59981
H 3.01796 -0.43705 -2.21404
H 5.66189 -0.28655 -2.16552
H 6.64147 -1.67175 -0.15473
H -0.23686 -1.74927 -2.41472
H -0.34635 -3.66724 -4.24739
H 1.37357 -5.58167 -3.70318
C -4.85978 -3.89021 -0.48777
C -3.47545 -3.60543 0.03704
O -3.40577 -2.22961 0.47768
P -2.09395 -1.36811 0.04681
O -1.50646 -0.88883 1.54209
C -2.10673 -1.40831 2.75997
C -3.41661 -0.74851 3.14954
O -2.80170 0.09412 -0.22968
C -3.59751 0.24925 -1.42056
C -2.80867 0.00005 -2.69470
H -4.94042 -4.93859 -0.78070
H -5.07848 -3.27093 -1.36009
H -5.60918 -3.68667 0.27784
H -2.71567 -3.77916 -0.73099
H -3.23852 -4.24265 0.89038
H -1.34762 -1.27646 3.52704
H -2.25283 -2.47677 2.63015
H -3.28021 0.22889 3.61522
H -3.91462 -1.38203 3.88653
H -4.07791 -0.64789 2.29067
H -3.96505 1.27316 -1.39208
H -4.46126 -0.41465 -1.35403
H -1.90138 0.60849 -2.71357
H -3.41754 0.25793 -3.56235
H -2.51390 -1.04702 -2.79064